Entry 1:
Here is one molecule with the formula CH6OSi2 in a non-equilibrium geometry from the Open Molecules 2025 dataset. Energies are from ωB97M-V/def2-TZVPD.

```
10
Properties=species:S:1:pos:R:3:forces:R:3:nbo_charge:R:1
C 0.20242 -0.60036 2.38814 -2.55 3.27 -1.76 0.122
O -0.75788 0.00657 2.86423 1.50 -1.19 -0.22 -0.503
Si -0.55252 0.26856 -0.89969 -0.15 -2.86 -1.35 0.399
Si 1.04724 0.02862 0.77848 -1.25 -2.05 -0.59 0.542
H 0.60682 -1.47061 2.74397 0.74 -2.68 1.99 0.112
H -1.32221 1.09466 -0.07583 -1.37 1.03 0.75 -0.137
H -0.26877 0.90181 -2.18844 0.41 0.32 -0.03 -0.122
H -1.32789 -1.06811 -1.38398 0.86 1.47 0.87 -0.115
H 2.25713 -0.72216 0.67828 0.97 -0.44 -0.30 -0.149
H 1.19067 1.30599 1.19032 0.84 3.13 0.64 -0.148
```
Forces are in eV/Å.

The molar mass comes out at 90.2 g/mol. The calculation puts the energy relative to the best compared isomer or geometry (same formula, charge and spin) at 71.4 kcal per mole. The HOMO-LUMO gap comes out at 0.345 hartree. The value obtained for the LUMO energy is 0.069 eV. For the total energy, the calculation gives -695.81872 hartree. As for the SMILES: O=C[SiH2][SiH3]. Its largest force on an atom is 4.504 eV/A.

Entry 2:
Here is a 2-piece molecular cluster, CH6S overall in a non-equilibrium geometry from the Open Molecules 2025 dataset. Energies are from ωB97M-V/def2-TZVPD.

```
8
Properties=species:S:1:pos:R:3:forces:R:3:nbo_charge:R:1
S 1.23576 -0.93557 1.74966 -0.48 -0.43 0.80 -0.292
H 1.61612 0.30318 1.43855 0.34 -0.10 -0.46 0.147
H 1.88319 -1.65964 0.83195 0.24 0.47 -0.22 0.147
C -0.92134 0.44962 -0.81290 -0.56 0.29 -0.01 -0.852
H -1.90948 0.15142 -1.15154 -0.12 -0.15 0.00 0.211
H -1.03798 0.93268 0.15171 0.02 0.05 0.14 0.210
H -0.30394 -0.43159 -0.67899 0.19 0.14 -0.28 0.218
H -0.56234 1.18991 -1.52845 0.37 -0.28 0.03 0.210
```
Forces are in eV/Å.

The molar mass comes out at 50.1 g/mol. The calculation puts the energy relative to the best compared isomer or geometry (same formula, charge and spin) at 3.0 kcal per mole. The HOMO-LUMO gap comes out at 0.392 hartree. The value obtained for the LUMO energy is 0.916 eV. For the total energy, the calculation gives -439.86089 hartree. As for the SMILES: C.S. Its largest force on an atom is 1.028 eV/A.

Entry 3:
Here is one molecule with the formula CH6SSi in a non-equilibrium geometry from the Open Molecules 2025 dataset. Energies are from ωB97M-V/def2-TZVPD.

```
9
Properties=species:S:1:pos:R:3:forces:R:3:nbo_charge:R:1
C -0.32567 -0.76537 0.30068 -0.63 -0.76 -0.28 -0.908
Si 0.83533 0.77206 -0.12607 -1.27 -1.30 -1.25 0.854
S -1.55942 -1.77500 -0.75824 0.57 1.10 0.14 -0.073
H 0.36385 -1.57249 0.65632 -0.51 1.00 -0.07 0.242
H 1.16081 0.64425 -1.60365 0.01 0.46 0.74 -0.141
H 0.66435 2.14372 0.43718 -0.60 -0.24 -0.45 -0.141
H 1.78522 0.22146 0.73627 1.93 -0.28 0.80 -0.185
H -0.98402 -0.47522 1.11900 0.27 -0.11 0.31 0.230
H -0.82661 -2.87447 -0.96528 0.22 0.13 0.07 0.122
```
Forces are in eV/Å.

The molar mass comes out at 78.2 g/mol. The calculation puts the energy relative to the best compared isomer or geometry (same formula, charge and spin) at 41.7 kcal per mole. The HOMO-LUMO gap comes out at 0.357 hartree. The value obtained for the LUMO energy is 0.860 eV. For the total energy, the calculation gives -729.31015 hartree. As for the SMILES: [SiH3]CS. Its largest force on an atom is 2.206 eV/A.